{"formula": "C8H14O2", "method": "ωB97M-V/def2-TZVPD", "species": ["C", "O", "C", "C", "C", "C", "C", "C", "C", "H", "H", "H", "H", "H", "H", "H", "H", "H", "H", "H", "H", "O", "H", "H"], "xyz": [[1.289, -1.167, 1.697], [1.970, -0.711, 0.560], [-0.031, -0.794, 1.047], [-0.969, -1.994, 1.253], [-2.389, -1.919, 0.695], [-3.280, -0.831, 1.306], [-2.935, 0.571, 0.871], [-1.739, 1.146, 1.042], [-0.571, 0.482, 1.724], [1.400, -2.248, 1.873], [1.548, -0.553, 2.567], [-0.472, -2.876, 0.821], [-1.051, -2.197, 2.335], [-2.361, -1.799, -0.399], [-2.864, -2.895, 0.874], [-4.326, -1.040, 1.043], [-3.217, -0.899, 2.407], [-3.724, 1.152, 0.385], [-1.606, 2.182, 0.720], [-0.854, 0.228, 2.760], [0.249, 1.204, 1.826], [0.099, -0.584, -0.737], [1.502, -0.593, -0.524], [-0.567, 0.068, -0.973]], "forces_ev_per_angstrom": [[-0.72, 0.93, -3.65], [4.35, 0.55, -2.45], [-2.95, -0.79, 1.33], [-0.38, -0.01, -1.10], [-0.17, -0.22, -0.33], [-0.09, -0.04, 0.11], [0.32, 0.32, -0.08], [-0.56, 0.07, -0.03], [0.25, 0.40, -0.91], [0.07, 0.24, 0.13], [-0.10, -0.20, -0.09], [-0.10, 0.21, 0.07], [0.32, 0.31, -0.15], [0.06, 0.02, 0.28], [0.08, 0.20, 0.00], [0.24, 0.05, 0.09], [-0.03, 0.03, -0.23], [0.22, -0.15, 0.13], [-0.01, -0.30, 0.01], [0.11, -0.30, -0.34], [-0.06, -0.16, -0.15], [-0.78, -0.86, 2.94], [0.06, -0.60, 4.40], [-0.12, 0.30, 0.03]], "lowdin_charge": [-0.234, -0.201, -0.255, -0.157, -0.198, -0.195, -0.103, -0.110, -0.129, 0.119, 0.127, 0.126, 0.134, 0.116, 0.111, 0.107, 0.121, 0.102, 0.105, 0.139, 0.124, -0.091, 0.183, 0.060], "total_energy_ha": -463.565441, "homo_lumo_gap_ev": 9.527, "homo_ha": -0.325}



{"formula": "C8H14O3", "method": "ωB97M-V/def2-TZVPD", "species": ["C", "C", "C", "C", "C", "C", "C", "C", "O", "O", "O", "H", "H", "H", "H", "H", "H", "H", "H", "H", "H", "H", "H", "H", "H"], "xyz": [[-2.016, -2.388, -0.729], [-0.630, -1.748, -1.075], [0.411, -2.349, -0.284], [1.195, -1.701, 0.485], [0.872, -0.401, 0.999], [1.482, 0.818, 0.289], [0.967, 2.146, 0.939], [-0.531, 2.421, 0.509], [-0.509, 2.865, -1.004], [-0.437, -0.129, 0.767], [-0.497, -0.124, -0.702], [-2.895, -1.816, -1.126], [-1.920, -3.351, -1.553], [-1.828, -2.614, 0.387], [-0.136, -1.822, -2.249], [0.607, -3.533, -0.490], [1.899, -2.429, 1.113], [1.287, -0.407, 2.143], [2.579, 0.946, 0.164], [1.180, 1.114, -0.811], [1.618, 3.212, 0.982], [1.203, 2.151, 2.033], [-1.301, 1.440, 0.914], [-0.845, 3.399, 0.902], [-0.403, 2.030, -1.694]], "forces_ev_per_angstrom": [[2.13, -1.37, -2.61], [0.28, 2.78, -2.50], [0.02, -5.05, -2.43], [3.59, -3.15, 3.67], [3.91, 2.52, 1.13], [2.43, 4.25, -1.99], [0.68, 2.07, 1.72], [-0.39, -0.11, -0.42], [0.07, -4.08, -0.14], [-2.84, -1.73, -0.43], [-1.87, -4.00, -0.03], [0.83, -0.38, 1.05], [-0.58, 2.06, 2.95], [-1.51, 0.01, -1.89], [-2.16, 0.70, 3.03], [-0.64, 2.99, 0.52], [-0.97, 2.10, -1.46], [-1.93, 0.46, -2.37], [-0.34, -0.83, 0.75], [0.52, -1.83, 2.03], [-1.33, -2.69, -1.94], [-1.46, -0.98, -0.08], [2.19, 3.93, -1.90], [-0.09, -0.57, 0.19], [-0.54, 2.91, 3.16]], "lowdin_charge": [-0.047, -0.265, -0.178, -0.090, -0.388, -0.169, -0.213, -0.183, -0.197, -0.149, -0.127, 0.080, 0.148, 0.108, 0.214, 0.178, 0.161, 0.215, 0.115, 0.129, 0.162, 0.089, 0.190, 0.088, 0.132], "total_energy_ha": -538.569929, "homo_lumo_gap_ev": 10.021, "homo_ha": -0.347}



{"formula": "C8H14OSi", "method": "ωB97M-V/def2-TZVPD", "species": ["C", "C", "C", "C", "C", "C", "C", "C", "O", "Si", "H", "H", "H", "H", "H", "H", "H", "H", "H", "H", "H", "H", "H", "H"], "xyz": [[-0.913, 0.240, -0.880], [0.911, -1.533, -0.261], [-2.130, 0.176, -0.129], [-0.264, -1.323, -1.246], [-2.753, 1.541, 0.120], [0.769, -2.574, 0.755], [1.174, 1.099, 1.636], [2.031, 1.221, -1.366], [-2.684, -0.855, 0.231], [0.819, 0.454, -0.120], [-1.052, -2.071, -1.175], [0.093, -1.244, -2.269], [-3.819, 1.500, -0.089], [-2.278, 2.306, -0.487], [-2.624, 1.787, 1.173], [1.421, -2.423, 1.614], [-0.273, -2.653, 1.085], [1.011, -3.535, 0.293], [0.723, 0.467, 2.394], [2.239, 1.166, 1.837], [0.758, 2.095, 1.749], [1.878, 0.833, -2.367], [1.903, 2.298, -1.409], [3.062, 1.026, -1.088]], "forces_ev_per_angstrom": [[3.36, -3.21, 1.04], [-2.48, 3.82, -0.60], [-1.16, 0.48, -0.06], [-0.21, 0.32, -0.61], [-0.04, -0.28, 0.21], [0.21, -0.38, 0.15], [-0.48, 0.02, -0.68], [-0.55, -0.12, 0.48], [0.28, 0.18, 0.05], [1.31, -0.79, -0.04], [-0.12, 0.04, -0.04], [-0.01, -0.10, -0.19], [-0.06, -0.01, 0.00], [0.01, 0.10, -0.03], [-0.01, 0.09, 0.11], [-0.01, -0.08, 0.04], [-0.07, 0.03, 0.06], [0.02, -0.21, 0.12], [-0.12, -0.15, 0.07], [0.21, -0.07, -0.12], [-0.08, 0.28, 0.10], [-0.11, -0.13, -0.17], [-0.05, 0.27, -0.02], [0.16, -0.11, 0.16]], "lowdin_charge": [-0.035, -0.187, -0.546, -0.195, -0.023, -0.132, -0.175, -0.177, 0.049, 0.620, 0.093, 0.082, 0.083, 0.073, 0.085, 0.069, 0.089, 0.084, 0.023, 0.026, 0.020, 0.025, 0.023, 0.027], "total_energy_ha": -677.816141, "homo_lumo_gap_ev": [8.934, 6.584], "homo_ha": [-0.332, -0.291]}



{"formula": "C8H14Si", "method": "ωB97M-V/def2-TZVPD", "species": ["C", "C", "Si", "C", "C", "H", "H", "H", "H", "H", "H", "C", "C", "C", "C", "H", "H", "H", "H", "H", "H", "H", "H"], "xyz": [[-4.787, 1.752, -0.412], [-3.911, 0.962, -0.194], [-2.613, -0.407, -0.007], [-1.358, -0.646, -1.173], [-3.255, -1.457, 1.421], [-5.497, 2.502, -0.534], [-1.067, 0.120, -1.790], [-0.615, -1.410, -1.294], [-2.467, -2.165, 1.724], [-3.475, -0.741, 2.375], [-4.187, -2.149, 1.174], [1.899, -0.924, 0.625], [1.940, 0.084, -0.221], [1.803, -0.183, -1.672], [2.337, 1.381, 0.249], [1.767, -1.990, 0.306], [1.905, -0.662, 1.633], [1.384, -1.117, -1.995], [2.886, -0.081, -2.095], [1.059, 0.437, -2.199], [1.797, 2.142, -0.270], [1.890, 1.673, 1.297], [3.458, 1.636, 0.209]], "forces_ev_per_angstrom": [[0.48, -0.21, 0.29], [1.58, -1.21, -0.22], [-0.85, 0.32, -0.50], [-1.27, -1.06, 1.98], [-1.15, -0.27, 1.41], [-0.80, 0.65, -0.20], [-0.01, 2.12, -1.52], [-0.15, -0.67, 0.70], [-0.19, 0.26, 0.04], [0.33, -1.77, -2.41], [1.76, 1.84, 0.46], [-0.67, -1.65, -1.04], [-0.04, -2.46, -0.49], [1.60, 0.96, -1.74], [0.12, 3.39, 2.53], [-0.07, 1.17, 0.42], [0.38, -0.18, 1.81], [0.44, -1.10, 0.63], [-2.03, 0.03, 0.06], [0.86, 0.80, 0.28], [0.01, 0.79, -1.13], [1.37, -1.18, -1.41], [-1.68, -0.55, 0.05]], "lowdin_charge": [0.024, -0.226, 0.647, -0.199, -0.269, 0.005, -0.070, -0.034, 0.002, 0.081, 0.068, 0.025, -0.500, -0.102, -0.106, 0.087, 0.037, 0.049, 0.122, 0.069, 0.054, 0.120, 0.115], "total_energy_ha": -602.525034, "homo_lumo_gap_ev": 8.625, "homo_ha": -0.302}



{"formula": "C8H14Ta", "method": "ωB97M-V/def2-TZVPD", "species": ["C", "C", "C", "C", "C", "C", "Ta", "C", "C", "H", "H", "H", "H", "H", "H", "H", "H", "H", "H", "H", "H", "H", "H"], "xyz": [[-3.095, -1.590, -1.553], [-1.860, -1.164, -0.795], [-0.632, -1.112, -1.465], [0.515, -0.715, -0.801], [0.492, -0.379, 0.560], [1.754, 0.024, 1.256], [2.302, 2.181, 0.655], [-0.736, -0.446, 1.223], [-1.894, -0.826, 0.549], [-3.980, -1.528, -0.930], [-3.216, -0.964, -2.431], [-2.959, -2.612, -1.895], [-0.597, -1.364, -2.515], [1.449, -0.654, -1.337], [1.566, 0.055, 2.330], [2.532, -0.706, 1.049], [0.692, 2.746, 1.418], [1.401, 2.280, -0.969], [3.778, 1.436, -0.217], [3.205, 2.469, 2.255], [2.876, 3.901, 0.254], [-0.766, -0.180, 2.267], [-2.827, -0.854, 1.092]], "forces_ev_per_angstrom": [[0.58, 0.08, 0.19], [0.04, -0.04, -0.26], [-0.20, 0.16, 0.57], [-0.27, -0.13, 0.00], [0.18, -0.01, 0.05], [-0.21, 0.29, -0.01], [-0.36, -0.84, 0.10], [0.14, 0.02, -0.52], [0.34, 0.09, 0.09], [-0.21, -0.01, 0.03], [-0.21, 0.10, -0.15], [-0.21, -0.23, -0.09], [0.06, -0.03, -0.17], [0.17, 0.03, -0.06], [0.12, -0.05, 0.19], [0.23, 0.00, 0.03], [-0.10, -0.20, -0.15], [0.15, 0.50, 0.11], [-0.19, -0.05, -0.22], [-0.03, 0.47, -0.09], [0.27, -0.15, 0.15], [-0.10, 0.04, 0.21], [-0.21, -0.04, 0.03]], "lowdin_charge": [-0.071, -0.305, -0.062, -0.085, -0.386, -0.423, 0.922, -0.064, -0.067, 0.063, 0.070, 0.069, 0.102, 0.098, 0.016, 0.023, -0.203, -0.204, -0.215, -0.219, -0.253, 0.099, 0.096], "charge": -1, "total_energy_ha": -370.058470, "homo_lumo_gap_ev": 7.499, "homo_ha": -0.157}



{"formula": "C8H15BCl15NO2P", "method": "ωB97M-V/def2-TZVPD", "species": ["C", "C", "P", "C", "N", "B", "O", "O", "H", "H", "H", "H", "H", "H", "H", "H", "H", "H", "C", "Cl", "Cl", "Cl", "H", "C", "Cl", "Cl", "Cl", "H", "C", "Cl", "Cl", "Cl", "H", "C", "Cl", "Cl", "Cl", "H", "C", "Cl", "Cl", "Cl", "H"], "xyz": [[-2.717, 0.860, 1.724], [-1.261, 0.602, 2.017], [-1.215, -0.977, 3.036], [0.097, -0.648, 4.328], [-0.609, -2.148, 1.976], [-1.437, -3.256, 2.079], [-1.767, -4.038, 0.950], [-1.932, -3.682, 3.352], [-3.255, 0.565, 2.570], [-2.921, 1.882, 1.556], [-3.013, 0.260, 0.923], [-0.822, 1.403, 2.553], [-0.804, 0.444, 1.098], [0.634, 0.254, 4.183], [0.747, -1.466, 4.303], [-0.345, -0.661, 5.271], [-2.648, -3.887, 0.799], [-2.823, -3.469, 3.378], [-1.537, -2.314, -2.552], [-0.900, -2.704, -4.166], [-0.696, -0.938, -1.868], [-3.273, -2.007, -2.640], [-1.376, -3.162, -1.905], [0.064, 2.777, -2.229], [0.985, 4.282, -2.375], [0.624, 1.797, -0.883], [-1.664, 3.103, -2.081], [0.223, 2.218, -3.132], [3.966, 1.286, -3.262], [3.824, 2.534, -2.029], [2.376, 0.905, -3.932], [5.084, 1.765, -4.543], [4.349, 0.400, -2.793], [0.259, 4.871, 2.222], [1.783, 4.415, 1.454], [-1.018, 3.720, 1.818], [0.449, 4.965, 3.976], [-0.012, 5.849, 1.862], [2.429, -3.085, -3.415], [3.860, -2.265, -2.783], [2.741, -3.722, -5.032], [1.919, -4.366, -2.323], [1.630, -2.362, -3.484]], "forces_ev_per_angstrom": [[1.11, 0.44, 0.62], [-0.80, -1.23, 1.33], [0.17, -0.62, -0.22], [-0.68, 0.28, -1.56], [-0.56, 0.98, 0.27], [1.47, 0.68, 0.52], [2.80, -0.93, 0.02], [1.93, -1.02, -0.41], [-1.24, -0.40, 1.32], [-0.41, 1.32, -0.61], [-0.72, -0.84, -1.46], [0.53, 0.57, 0.54], [1.48, -0.29, -1.50], [0.67, 1.03, -0.14], [1.23, -1.32, -0.23], [-0.90, 0.22, 1.68], [-3.41, 0.17, -0.80], [-2.74, 0.45, 0.51], [-0.02, 0.19, 0.07], [-0.08, -0.05, -0.04], [0.05, -0.04, -0.06], [-0.05, -0.04, -0.02], [0.05, -0.18, 0.16], [-0.07, 0.00, 0.26], [-0.19, 0.10, 0.02], [0.02, 0.17, 0.04], [-0.02, 0.04, -0.01], [-0.03, -0.10, -0.20], [-0.18, 0.37, 0.00], [0.31, -0.06, -0.05], [0.07, -0.15, -0.13], [0.00, -0.01, 0.02], [0.07, -0.29, 0.07], [-0.10, -0.43, 0.04], [0.00, 0.05, 0.02], [0.19, 0.67, -0.10], [0.04, 0.09, 0.04], [-0.07, 0.15, -0.07], [0.03, -0.16, 0.15], [0.11, -0.03, 0.03], [-0.01, 0.05, -0.05], [-0.02, 0.08, -0.01], [-0.05, 0.10, -0.01]], "lowdin_charge": [-0.213, -0.458, 0.835, -0.276, -0.106, -1.028, 0.075, 0.025, 0.013, 0.008, 0.046, -0.015, -0.015, -0.002, -0.002, -0.018, 0.012, 0.011, -1.518, 0.527, 0.542, 0.525, 0.006, -1.558, 0.495, 0.504, 0.531, -0.051, -1.532, 0.524, 0.552, 0.528, -0.047, -1.518, 0.508, 0.600, 0.518, 0.006, -1.576, 0.545, 0.514, 0.551, -0.070], "charge": -1, "total_energy_ha": -7788.240042, "homo_lumo_gap_ev": 4.912, "homo_ha": -0.107}



{"formula": "C8H15BrN", "method": "ωB97M-V/def2-TZVPD", "species": ["C", "C", "C", "C", "C", "C", "C", "C", "N", "Br", "H", "H", "H", "H", "H", "H", "H", "H", "H", "H", "H", "H", "H", "H", "H"], "xyz": [[0.197, 0.580, -2.029], [-0.748, -0.277, -0.428], [1.287, -0.394, -2.250], [1.579, -0.925, -0.857], [-0.884, 2.393, 2.365], [-0.180, -2.558, -0.333], [-1.282, 0.655, 0.528], [-0.248, 1.439, 1.415], [0.381, -1.267, -0.127], [-0.848, 1.496, -3.337], [1.054, -1.110, -3.023], [2.209, 0.123, -2.584], [2.184, -1.844, -0.825], [2.068, -0.119, -0.199], [-0.018, 2.679, 2.982], [-1.565, 1.770, 3.034], [-1.279, 3.344, 1.817], [0.479, -3.492, -0.446], [-0.776, -2.935, 0.551], [-0.950, -2.427, -1.201], [-1.986, 0.233, 1.355], [-1.895, 1.261, -0.098], [0.569, 1.851, 0.745], [0.155, 0.560, 2.058], [0.496, -1.035, 0.886]], "forces_ev_per_angstrom": [[-3.37, -1.29, 2.61], [3.29, 1.63, -4.82], [0.53, 1.08, 0.04], [2.30, 0.42, 0.79], [0.11, 0.86, 0.29], [-2.80, -4.09, -0.79], [-0.92, -0.16, 2.69], [0.96, -2.56, -1.30], [-2.06, 2.36, 2.74], [1.03, -0.88, 1.10], [-0.16, -0.59, -0.11], [-0.40, -0.15, 0.05], [0.17, 0.53, -0.27], [-0.44, -1.10, -1.32], [-0.64, 0.47, 0.18], [0.31, 1.49, -0.92], [0.20, -1.89, 1.32], [-0.15, 2.00, -0.40], [0.35, 1.12, -0.75], [1.60, -0.72, 1.36], [0.85, 0.09, -1.67], [-0.59, 0.98, -0.26], [-0.87, -0.29, 0.96], [0.11, 1.50, -0.80], [0.57, -0.83, -0.73]], "lowdin_charge": [-0.485, -0.001, -0.240, -0.143, -0.120, -0.042, -0.224, -0.291, -0.202, 0.747, 0.122, 0.143, 0.145, 0.170, 0.080, 0.107, 0.127, 0.137, 0.126, 0.146, 0.163, 0.105, 0.128, 0.126, 0.175], "charge": 1, "total_energy_ha": -2942.111072, "homo_lumo_gap_ev": [7.560, 8.573], "homo_ha": [-0.453, -0.475]}



{"formula": "C8H15BrSi", "method": "ωB97M-V/def2-TZVPD", "species": ["C", "C", "C", "C", "C", "C", "Si", "C", "C", "Br", "H", "H", "H", "H", "H", "H", "H", "H", "H", "H", "H", "H", "H", "H", "H"], "xyz": [[3.994, 1.687, -1.443], [2.494, 1.782, -1.891], [1.587, 0.811, -1.100], [0.135, 0.847, -1.543], [-0.664, 0.141, -0.597], [-1.506, -0.347, 0.140], [-2.585, -1.015, 1.658], [-1.375, -1.882, 2.835], [-4.047, -2.153, 1.133], [-3.277, 0.706, 2.768], [4.543, 0.844, -1.695], [4.516, 2.395, -1.970], [4.330, 1.938, -0.428], [1.947, 2.850, -1.801], [2.296, 1.567, -2.900], [1.874, -0.323, -1.285], [1.739, 1.033, -0.083], [-0.054, 1.951, -1.640], [0.044, 0.410, -2.446], [-1.600, -1.755, 3.898], [-1.300, -2.915, 2.722], [-0.293, -1.734, 2.559], [-4.607, -2.253, 2.131], [-4.604, -1.615, 0.289], [-3.586, -2.969, 0.689]], "forces_ev_per_angstrom": [[-1.74, 1.30, 0.61], [-1.22, 0.91, 2.42], [1.40, -2.41, -2.04], [1.54, 2.94, 2.62], [-2.53, -0.29, 1.19], [-0.34, -0.53, 1.29], [1.73, -0.94, -1.89], [1.00, 0.92, -0.48], [-0.54, 3.88, 0.98], [-0.52, 0.92, 0.38], [0.21, -2.32, -0.54], [1.22, 2.12, -1.58], [-1.14, -0.19, 0.24], [1.78, -1.95, 0.25], [0.61, -0.37, -1.68], [0.12, 2.19, 0.56], [-0.25, 0.03, 1.51], [-0.80, -0.96, 0.18], [-0.29, -1.28, -3.25], [0.27, 0.47, -0.19], [-0.85, -2.25, -0.46], [-0.95, 1.04, 0.60], [0.45, -0.42, -1.89], [0.32, -0.69, 1.53], [0.52, -2.13, -0.34]], "lowdin_charge": [-0.093, -0.227, -0.249, -0.243, -0.143, -0.079, 0.080, -0.240, -0.220, 0.411, 0.044, 0.026, 0.082, 0.149, 0.075, 0.157, 0.090, 0.139, 0.080, 0.026, -0.011, 0.052, 0.057, 0.055, -0.018], "total_energy_ha": -3177.283108, "homo_lumo_gap_ev": 10.355, "homo_ha": -0.352}



Strongest force on any atom, record by record: 5.024; 6.028; 4.756; 4.228; 0.918; 3.509; 6.061; 4.231 eV/A